No. 1
ORCA calculation (ωB97M-V/def2-TZVPD) on a 2-piece molecular cluster, C9H13NO overall at a distorted geometry.

Last column: Löwdin charge in e.
Element x y z (Å)
C 1.45 -1.57 -2.78  -0.09
C 0.35 -0.69 0.81  -0.16
C -0.19 -1.89 1.20  -0.12
C 0.92 -0.52 -0.35  -0.11
C 0.74 -1.44 -1.40  -0.25
C -0.25 -2.86 0.28  -0.13
C 0.22 -2.70 -1.02  -0.07
H 0.39 0.25 1.52  0.13
H -0.56 -1.99 2.30  0.15
H 1.47 0.49 -0.51  0.14
H -0.61 -3.81 0.73  0.11
H 1.74 -0.42 -3.14  0.12
H 1.05 -2.21 -3.61  0.07
H 0.17 -3.57 -1.85  0.15
H 2.42 -2.13 -2.68  0.07
C 0.06 3.36 1.21  0.01
C -1.32 2.54 1.54  -0.46
O -1.36 1.84 2.62  -0.07
N -2.35 2.32 0.65  0.15
H -0.06 4.36 0.95  0.02
H 0.66 2.92 0.42  0.05
H -3.03 1.54 0.91  0.15
H -2.48 2.86 -0.08  0.02
H 0.57 3.32 2.27  0.12

**Highest occupied orbital energy**: -8.97 eV
**SMILES**: Cc1ccccc1.CC(N)=O
**HOMO-LUMO gap**: 9.718 eV
**LUMO energy**: 0.75 eV

=====

No. 2
ORCA calculation (ωB97M-V/def2-TZVPD) on a 2-piece molecular cluster, C9H13NO2 overall at a distorted geometry.

Last column: Löwdin charge in e.
Element x y z (Å)
C 3.51 1.67 2.32  -0.07
C -0.47 -0.01 1.63  -0.31
C 0.01 1.22 1.00  0.00
C 0.40 -0.69 2.52  -0.02
C 1.33 1.58 1.21  -0.09
C 1.66 -0.11 2.86  -0.04
C 2.18 0.97 2.14  -0.30
O -1.65 -0.67 1.52  0.04
H -1.98 -0.49 0.65  0.08
H -0.66 1.69 0.28  0.10
H 0.06 -1.77 2.70  0.14
H 1.72 2.33 0.56  0.09
H 2.14 -0.46 3.79  0.11
H 4.22 0.96 2.53  0.03
H 3.30 2.42 3.17  0.11
H 4.02 2.27 1.45  0.11
C -1.86 0.30 -4.23  -0.01
C -1.71 -0.87 -3.32  -0.50
O -2.03 -1.12 -2.14  -0.02
N -0.91 -2.02 -3.69  0.12
H -2.99 0.61 -3.99  0.15
H -1.69 0.05 -5.27  0.06
H -0.77 -2.82 -3.20  0.06
H -0.55 -1.82 -4.64  0.09
H -1.26 1.20 -4.11  0.08

**Highest occupied orbital energy**: -8.00 eV
**SMILES**: Cc1ccc(O)cc1.CC(N)=O
**HOMO-LUMO gap**: 8.647 eV
**LUMO energy**: 0.64 eV

=====

No. 3
ORCA calculation (ωB97M-V/def2-TZVPD) on a 2-piece molecular cluster, C9H13NO2 overall at a distorted geometry.

Last column: Löwdin spin population.
Element x y z (Å)
C 2.36 2.68 1.23  0.05
C 1.64 -0.61 -1.25  0.22
C 1.96 0.55 -1.89  0.04
C 1.31 -0.89 0.16  0.15
C 2.26 1.54 -1.00  0.11
C 1.53 0.28 0.90  0.02
C 1.99 1.50 0.39  0.26
O 1.58 -1.70 -2.01  0.09
H 0.61 -1.81 -2.26  0.02
H 1.96 0.31 -2.99  0.00
H 0.68 -1.63 0.38  0.01
H 2.43 2.63 -1.47  0.00
H 1.42 0.34 2.02  0.00
H 3.43 2.60 1.46  0.02
H 2.10 3.72 0.86  0.01
H 1.72 2.39 2.19  0.00
C -4.08 -1.88 1.17  0.00
C -3.33 -0.62 0.68  0.00
O -3.86 0.25 -0.01  0.00
N -1.97 -0.69 1.00  0.00
H -1.24 -0.03 0.69  0.00
H -1.78 -1.00 1.98  0.00
H -4.32 -1.93 2.23  0.00
H -3.70 -2.80 0.91  0.00
H -5.09 -1.72 0.78  0.00

**Highest occupied orbital energy (spin up / spin down)**: -12.68 / -12.68 eV
**HOMO-LUMO gap (spin up / spin down)**: 8.055 / 4.523 eV
**Multiplicity**: 2
**<S²>**: 0.766
**Total charge**: +1
**LUMO energy (spin up / spin down)**: -4.63 / -8.16 eV

=====

No. 4
ORCA calculation (ωB97M-V/def2-TZVPD) on a 2-piece molecular cluster, C9H13NO7 overall at a distorted geometry.

Last column: Löwdin charge in e.
Element x y z (Å)
C 1.41 2.53 0.98  -0.08
C 1.78 1.12 0.51  -0.16
C 0.48 0.26 0.32  -0.37
C -0.49 1.16 -1.39  -0.29
C -0.27 0.37 -2.56  0.07
C 0.08 -0.99 -2.59  -0.28
C -0.26 -1.70 -1.28  -0.24
C 0.87 -1.21 -0.35  -0.38
O 1.98 -1.20 -1.21  0.01
O 1.49 -1.21 -2.64  0.01
C 1.24 -2.03 0.86  0.03
O -0.21 -3.10 -1.48  0.02
O -0.35 0.28 1.21  0.06
O -1.59 1.38 -0.87  0.10
O -3.64 0.40 3.61  0.10
N -2.79 0.87 2.93  -0.17
O -2.06 1.84 3.03  0.07
H 2.29 2.93 1.50  0.08
H 1.13 3.18 0.14  0.08
H 0.56 2.47 1.69  0.08
H 2.41 1.08 -0.39  0.12
H 2.23 0.58 1.37  0.13
H 0.46 1.71 -1.23  0.13
H -0.36 0.86 -3.53  0.14
H -0.25 -1.50 -3.50  0.17
H -1.23 -1.35 -0.89  0.18
H 0.52 -1.84 1.66  0.11
H 1.22 -3.08 0.56  0.10
H 2.25 -1.71 1.15  0.10
H -0.55 -3.51 -0.69  0.10

**Highest occupied orbital energy (spin up / spin down)**: -9.18 / -9.13 eV
**HOMO-LUMO gap (spin up / spin down)**: 8.096 / 7.734 eV
**LUMO energy (spin up / spin down)**: -1.09 / -1.39 eV

=====

No. 5
ORCA calculation (ωB97M-V/def2-TZVPD) on one molecule with the formula C9H13NOS at a distorted geometry.

Last column: Löwdin charge in e.
Element x y z (Å)
C -1.24 -4.48 -0.03  -0.19
C -1.96 -3.30 0.34  -0.13
C 0.06 -4.22 -0.26  -0.43
C -1.23 -2.16 0.35  -0.48
C -1.58 -0.85 0.73  -0.13
C 1.88 1.39 0.56  -0.03
C 0.44 1.99 -1.51  -0.04
C 0.53 3.56 0.30  -0.05
C 0.55 2.03 0.05  -0.60
N -0.67 1.58 0.64  0.12
O -0.83 0.19 0.46  -0.10
S 0.45 -2.54 -0.12  1.02
H -1.69 -5.44 -0.24  0.10
H -3.01 -3.32 0.42  0.10
H 0.86 -4.98 -0.38  0.08
H -2.50 -0.67 1.30  0.14
H 2.80 1.90 0.31  0.07
H 2.08 1.26 1.59  0.07
H 2.13 0.46 0.23  0.03
H 1.42 2.11 -1.85  0.06
H -0.23 2.80 -1.91  0.09
H 0.04 1.10 -1.90  0.06
H 0.13 3.73 1.29  0.07
H 1.62 3.83 0.12  0.11
H -0.06 4.03 -0.49  0.06

**Highest occupied orbital energy (spin up / spin down)**: -6.98 / -8.44 eV
**HOMO-LUMO gap (spin up / spin down)**: 6.735 / 8.222 eV
**LUMO energy (spin up / spin down)**: -0.24 / -0.22 eV

=====

No. 6
ORCA calculation (ωB97M-V/def2-TZVPD) on C9H13NS2 as an isolated structure at a distorted geometry.

Last column: Löwdin charge in e.
Element x y z (Å)
C 2.00 -1.19 3.88  0.02
C 1.38 -0.15 3.19  -0.25
C 1.63 1.34 2.75  -0.10
C 0.97 0.30 1.83  -0.35
C -0.49 0.65 1.36  -0.21
C -0.59 1.66 0.10  -0.58
C -0.36 0.19 -2.10  -0.88
C -1.71 -1.53 -2.62  -0.24
C -1.09 -1.28 -4.05  -0.51
H 2.79 -1.02 4.82  0.12
H 2.03 -2.12 3.27  0.05
H 1.13 2.30 3.11  0.09
H 2.71 1.70 1.94  0.19
H 1.66 -0.16 0.96  0.16
H -1.29 0.91 2.17  0.14
H -0.87 -0.32 0.76  0.12
H -1.71 1.59 -0.36  0.10
H -0.80 2.91 0.32  0.13
H -2.86 -1.26 -2.74  0.14
H -1.50 -2.56 -2.26  0.12
H -0.67 -2.17 -4.58  0.06
H -1.77 -0.80 -4.88  0.09
N -1.38 -0.41 -1.73  -0.05
S 0.50 1.57 -1.30  0.84
S 0.29 -0.15 -3.84  0.80

**Highest occupied orbital energy**: -8.85 eV
**HOMO-LUMO gap**: 9.253 eV
**LUMO energy**: 0.40 eV

=====

No. 7
ORCA calculation (ωB97M-V/def2-TZVPD) on a 2-piece molecular cluster, C9H13NSi overall at a distorted geometry.

Last column: Löwdin charge in e.
Element x y z (Å)
C -1.72 1.83 -2.56  -0.07
C -0.40 1.58 -2.47  -0.11
C -2.47 0.99 -1.71  -0.10
C 0.19 0.56 -1.74  -0.12
C -1.89 0.14 -0.82  -0.16
C -0.55 -0.14 -0.81  -0.40
C -1.84 1.24 3.05  -0.15
C -0.91 1.30 2.14  -0.02
C 2.91 -2.30 0.04  -0.21
N 1.88 -1.37 -0.18  -0.27
Si 0.20 -1.46 0.22  0.74
H -2.32 2.51 -3.07  0.09
H 0.36 1.95 -3.19  0.12
H -3.50 1.11 -1.84  0.09
H 1.23 0.37 -1.97  0.09
H -2.62 -0.52 -0.20  0.14
H -2.78 1.72 2.92  0.02
H -1.87 0.49 3.93  0.07
H -0.88 1.80 1.18  0.01
H 2.47 -3.23 0.09  0.03
H 3.61 -2.26 -0.89  0.12
H 3.45 -2.22 0.97  0.07
H 2.09 -0.31 -0.37  0.12
H -0.45 -2.71 0.51  -0.08

**Highest occupied orbital energy (spin up / spin down)**: -8.51 / -6.05 eV
**HOMO-LUMO gap (spin up / spin down)**: 8.601 / 6.233 eV
**LUMO energy (spin up / spin down)**: 0.09 / 0.18 eV

=====

No. 8
ORCA calculation (ωB97M-V/def2-TZVPD) on a 2-piece molecular cluster, C9H13PS overall at a distorted geometry.

Last column: Löwdin charge in e.
Element x y z (Å)
C -3.75 -1.16 0.15  -0.10
C -2.96 -0.70 1.11  -0.10
C -3.26 -1.19 -1.20  -0.05
C -1.67 -0.16 0.84  -0.10
C -1.91 -0.83 -1.44  -0.13
C -1.14 -0.24 -0.40  -0.51
C 2.96 -0.52 -0.27  -0.25
C 1.31 2.58 0.62  -0.01
C 1.54 -0.90 0.07  -0.96
P 0.48 0.24 -1.08  1.04
S 1.28 -2.68 -0.22  0.68
H -4.83 -1.38 0.33  0.12
H -3.41 -0.52 2.06  0.10
H -3.92 -1.43 -1.99  0.08
H -1.14 0.34 1.54  0.06
H -1.64 -0.97 -2.44  0.07
H 3.76 -1.27 -0.01  0.09
H 3.07 -0.32 -1.26  0.02
H 3.24 0.29 0.37  0.05
H 2.39 2.42 0.64  -0.04
H 0.80 1.89 1.48  0.03
H 0.89 3.54 0.27  -0.02
H 1.30 -0.68 1.14  0.07
H -0.02 -2.87 0.18  -0.13

**Highest occupied orbital energy (spin up / spin down)**: -8.70 / -7.87 eV
**HOMO-LUMO gap (spin up / spin down)**: 8.146 / 7.808 eV
**LUMO energy (spin up / spin down)**: -0.56 / -0.07 eV

=====

No. 9
ORCA calculation (ωB97M-V/def2-TZVPD) on a 2-piece molecular cluster, C9H14 overall at a distorted geometry.

Last column: Löwdin spin population.
Element x y z (Å)
C -1.04 1.07 -2.64  0.03
C 1.32 -1.03 -0.52  0.06
C 1.74 -0.17 0.46  0.12
C 0.42 -0.67 -1.55  0.24
C -0.11 0.67 -1.53  0.13
C 1.30 1.20 0.39  0.25
C 0.35 1.56 -0.58  0.06
H 1.62 -2.07 -0.55  0.00
H 2.39 -0.47 1.27  0.01
H 0.03 -1.43 -2.20  0.03
H 1.73 1.99 1.00  0.03
H -1.72 0.27 -2.93  0.00
H -0.52 1.48 -3.52  0.02
H -0.02 2.57 -0.78  0.00
H -1.69 1.90 -2.34  0.00
C -1.41 -1.92 2.35  0.01
C -1.47 -0.45 2.77  0.00
H -0.45 -2.12 1.90  0.00
H -1.49 -2.57 3.22  0.00
H -2.24 -2.14 1.67  0.00
H -1.49 -0.30 3.84  0.00
H -2.39 0.05 2.44  0.00
H -0.58 0.06 2.43  0.00

**Highest occupied orbital energy (spin up / spin down)**: 0.91 / -3.30 eV
**HOMO-LUMO gap (spin up / spin down)**: 3.133 / 7.242 eV
**Multiplicity**: 2
**<S²>**: 0.760
**Total charge**: -1
**LUMO energy (spin up / spin down)**: 4.04 / 3.94 eV

=====

No. 10
ORCA calculation (ωB97M-V/def2-TZVPD) on a 2-piece molecular cluster, C9H14 overall at a distorted geometry.

Last column: Löwdin spin population.
Element x y z (Å)
C -2.54 0.33 1.11  0.05
C 0.80 -2.26 1.05  0.16
C -0.50 -2.65 0.52  0.05
C 1.07 -0.97 1.67  0.22
C -1.52 -1.70 0.55  0.23
C -0.03 -0.07 1.67  0.04
C -1.27 -0.47 1.25  0.13
H 1.64 -2.94 1.06  0.01
H -0.57 -3.76 0.15  0.00
H 2.03 -0.81 2.20  0.02
H -2.48 -2.00 0.28  0.03
H 0.00 0.98 2.05  0.00
H -2.50 1.48 1.32  0.00
H -3.53 -0.05 1.55  0.01
H -2.95 0.41 0.03  0.02
C 1.20 1.20 -1.99  0.01
C 1.81 2.57 -2.09  0.01
H 1.34 0.56 -2.94  0.00
H 1.77 0.78 -1.11  0.01
H 0.12 1.09 -1.74  0.00
H 1.54 3.02 -3.02  0.00
H 1.70 3.11 -1.21  0.00
H 2.87 2.16 -2.35  0.00

**Highest occupied orbital energy (spin up / spin down)**: 0.79 / -3.35 eV
**HOMO-LUMO gap (spin up / spin down)**: 2.937 / 6.972 eV
**Multiplicity**: 2
**<S²>**: 0.761
**Total charge**: -1
**LUMO energy (spin up / spin down)**: 3.73 / 3.62 eV